Density functional theory data (ωB97M-V/def2-TZVPD) for C20H33CaF6N6O6S2 as an isolated structure in a non-equilibrium geometry.

As for the net charge: +4. The value obtained for the frontier orbital gap is 0.1937 Eh. The total energy is -3633.57652 hartree. The spin multiplicity is 2.

Each line ends with the Mulliken charge.
Atoms and positions in Å:
Ca 10.713 -1.333 16.237  1.80
C 11.187 -6.813 19.136  -1.20
C 10.624 -8.136 19.954  -0.37
N 11.328 -8.384 21.214  0.18
C 12.063 -7.438 22.032  -0.39
C 12.483 -8.108 23.161  -0.38
N 11.906 -9.353 23.155  0.11
C 11.328 -9.537 21.925  -0.15
C 11.856 -10.313 24.236  -0.81
H 10.918 -5.826 19.514  0.33
H 10.650 -6.910 18.193  0.38
H 12.276 -6.838 19.121  0.42
H 10.765 -9.004 19.311  0.34
H 9.553 -8.065 20.144  0.36
H 12.313 -6.466 21.633  0.42
H 13.117 -7.811 23.984  0.43
H 11.110 -10.550 21.620  0.37
H 12.716 -10.240 24.901  0.33
H 11.995 -11.324 23.853  0.34
H 10.898 -10.314 24.756  0.33
C 7.215 1.912 21.491  -1.51
C 6.845 0.685 20.554  -0.02
N 5.630 0.722 19.864  0.26
C 5.268 -0.040 18.733  -0.46
C 3.981 0.016 18.516  -0.54
N 3.439 0.955 19.502  0.09
C 4.512 1.367 20.278  -0.16
C 2.022 1.306 19.797  -0.79
H 7.252 2.879 20.990  0.38
H 8.157 1.837 22.034  0.39
H 6.525 1.947 22.334  0.43
H 6.828 -0.131 21.277  0.27
H 7.613 0.361 19.852  0.31
H 6.033 -0.480 18.111  0.41
H 3.283 -0.333 17.769  0.53
H 4.573 1.917 21.206  0.36
H 2.061 2.076 20.568  0.29
H 1.449 0.388 19.930  0.36
H 1.609 1.537 18.815  0.35
C 4.052 -2.465 15.211  -1.49
C 3.648 -3.787 15.854  0.02
N 2.525 -4.372 15.188  0.31
C 2.047 -5.721 15.479  -0.43
C 0.861 -5.919 14.727  -0.46
N 0.477 -4.742 14.138  0.13
C 1.441 -3.770 14.474  -0.14
C -0.670 -4.426 13.380  -0.86
H 4.302 -2.648 14.166  0.45
H 5.014 -2.090 15.558  0.24
H 3.316 -1.664 15.283  0.43
H 3.503 -3.539 16.906  0.13
H 4.524 -4.436 15.884  0.32
H 2.515 -6.335 16.235  0.47
H 0.302 -6.840 14.656  0.46
H 1.406 -2.693 14.398  0.34
H -0.620 -5.076 12.506  0.36
H -0.680 -3.420 12.960  0.33
H -1.496 -4.592 14.072  0.37
C 3.937 -5.005 20.472  0.73
F 3.956 -3.737 20.868  -0.23
F 3.568 -5.021 19.164  -0.19
F 5.218 -5.408 20.591  -0.20
S 2.787 -6.102 21.553  1.09
O 2.773 -7.494 20.974  -0.39
O 3.459 -5.990 22.866  -0.33
O 1.563 -5.346 21.550  -0.41
C 7.056 -3.737 17.663  0.48
F 7.294 -4.638 16.750  -0.21
F 6.555 -2.629 17.078  -0.23
F 5.998 -4.178 18.413  -0.16
S 8.587 -3.271 18.646  0.87
O 9.035 -4.561 19.215  -0.51
O 9.605 -2.679 17.716  -0.57
O 8.089 -2.262 19.563  -0.53


Density functional theory data (ωB97M-V/def2-TZVPD) for a 8-piece molecular cluster, C20H33Cl8N3O3 overall in a non-equilibrium geometry.

As for the net charge: -1. The value obtained for the frontier orbital gap (spin up / spin down) is 0.0877 / 0.2866 Eh. The total energy is -4853.24974 hartree. The spin multiplicity is 2.

Each line ends with the Mulliken charge.
Atoms and positions in Å:
N 15.821 -0.512 -19.820  0.01
C 16.743 0.456 -20.017  -0.67
C 16.537 1.065 -21.251  -0.27
C 15.338 0.542 -21.805  -0.09
C 14.951 -0.563 -20.987  -0.88
H 15.839 -1.073 -18.980  0.19
H 17.485 0.626 -19.250  0.44
H 17.254 1.736 -21.700  0.50
H 14.987 0.732 -22.809  0.39
H 14.218 -1.345 -21.120  0.39
N 13.274 8.765 -18.478  0.03
C 14.395 8.025 -18.747  -1.26
C 13.947 6.928 -19.509  0.11
C 12.608 7.029 -19.678  -0.46
C 12.210 8.226 -19.217  -0.66
H 13.216 9.420 -17.712  0.21
H 15.271 8.324 -18.189  0.49
H 14.554 6.182 -20.001  0.68
H 11.924 6.356 -20.175  0.44
H 11.313 8.827 -19.204  0.43
N 13.706 8.831 -22.187  0.52
C 13.084 9.516 -23.174  -0.44
C 13.736 10.659 -23.596  -0.55
C 14.897 10.647 -22.830  -0.50
C 14.783 9.572 -21.879  -0.48
H 13.385 7.999 -21.713  -0.03
H 12.092 9.161 -23.411  0.48
H 13.344 11.392 -24.286  0.46
H 15.707 11.360 -22.793  0.47
H 15.572 9.243 -21.219  -0.05
C 18.960 5.881 -20.555  0.18
Cl 18.098 7.428 -20.320  -0.30
Cl 19.901 5.498 -19.115  -0.28
Cl 17.765 4.648 -20.859  -0.24
Cl 20.153 5.999 -21.962  -0.40
C 15.655 3.208 -27.393  0.27
Cl 16.783 4.599 -27.236  -0.07
Cl 14.460 3.541 -28.635  -0.12
Cl 16.609 1.821 -27.988  -0.11
Cl 14.824 2.890 -25.819  -0.01
C 17.200 8.666 -26.276  -1.24
C 16.695 9.277 -24.967  0.05
O 16.298 8.255 -24.187  -0.44
H 16.523 7.915 -26.683  0.23
H 18.146 8.139 -26.149  0.29
H 17.396 9.318 -27.127  0.40
H 15.902 9.974 -25.235  0.21
H 17.529 9.803 -24.501  0.21
H 15.557 8.540 -23.647  0.29
C 13.744 5.502 -23.459  -1.08
C 15.216 5.151 -23.073  -0.05
O 15.232 3.927 -22.346  0.01
H 13.019 5.601 -22.651  0.07
H 13.275 4.746 -24.090  0.36
H 13.788 6.411 -24.059  0.35
H 15.679 5.962 -22.511  0.28
H 15.833 5.058 -23.966  0.29
H 16.091 3.577 -22.100  -0.26
C 10.920 3.389 -19.654  -1.07
C 12.006 3.027 -20.678  -0.15
O 13.185 3.749 -20.469  -0.28
H 11.374 3.055 -18.722  0.26
H 9.905 3.055 -19.871  0.38
H 10.807 4.473 -19.674  0.19
H 11.620 3.161 -21.689  0.30
H 12.132 1.944 -20.667  0.34
H 13.822 3.608 -21.173  0.22


Density functional theory data (ωB97M-V/def2-TZVPD) for C20H33F9N2O5SV as an isolated structure in a non-equilibrium geometry.

As for the net charge: +1. The value obtained for the frontier orbital gap (spin up / spin down) is 0.3093 / 0.3086 Eh. The total energy is -3508.39410 hartree. The energy relative to the best compared isomer or geometry (same formula, charge and spin) is 63.3 kcal per mole. The spin multiplicity is 3.

Each line ends with the Mulliken charge.
Atoms and positions in Å:
V 0.116 0.739 0.310  0.06
C 2.312 -0.816 3.646  -0.99
N 1.178 -0.984 2.754  0.40
C -0.099 -0.754 3.419  -1.13
C 1.287 -0.422 1.459  0.21
O 0.449 -1.042 0.497  1.31
C 2.669 -0.197 0.901  -1.16
O 2.453 0.634 -0.251  -0.07
C 2.904 0.179 -1.508  -1.13
C 1.707 -0.215 -2.370  0.85
O 0.594 0.238 -2.087  -0.73
N 1.910 -1.031 -3.414  0.22
C 0.795 -1.349 -4.302  -1.07
C 3.187 -1.598 -3.821  -1.00
H 2.073 -1.309 4.586  0.34
H 3.197 -1.300 3.232  0.31
H 2.537 0.238 3.861  0.29
H -0.191 -1.446 4.256  0.47
H -0.182 0.277 3.792  0.32
H -0.916 -0.941 2.728  0.17
H 3.278 0.362 1.609  0.68
H 3.206 -1.116 0.632  0.31
H 3.404 1.019 -1.998  0.38
H 3.625 -0.627 -1.382  0.51
H -0.052 -0.715 -4.065  0.26
H 1.093 -1.181 -5.337  0.42
H 0.509 -2.396 -4.181  0.33
H 3.884 -1.680 -2.992  0.36
H 3.007 -2.599 -4.211  0.36
H 3.647 -1.001 -4.612  0.33
F 0.070 5.747 -1.266  -0.24
C -0.283 4.462 -1.288  0.35
F 0.215 3.899 -2.392  -0.20
F -1.619 4.390 -1.370  -0.20
C 0.223 3.697 -0.032  0.93
O -0.119 2.369 -0.185  -0.47
C 1.773 3.865 0.086  0.35
F 2.372 3.440 -1.032  -0.23
F 2.157 5.118 0.304  -0.23
F 2.224 3.123 1.113  -0.21
C -0.427 4.269 1.274  0.51
F -1.768 4.277 1.197  -0.23
F -0.110 3.476 2.311  -0.21
F -0.036 5.504 1.555  -0.23
O -1.765 0.560 0.991  -0.89
S -2.714 1.524 0.266  0.71
C -3.737 0.479 -0.828  -0.81
C -4.942 0.032 -0.014  -0.51
C -5.352 1.270 0.778  -0.62
C -4.081 1.753 1.463  -0.81
H -3.104 -0.323 -1.205  0.29
H -4.027 1.133 -1.652  0.45
H -4.656 -0.771 0.669  0.25
H -5.745 -0.336 -0.652  0.40
H -6.136 1.058 1.503  0.36
H -5.721 2.038 0.094  0.30
H -3.808 1.145 2.326  0.37
H -4.098 2.804 1.745  0.38
C 0.415 -4.107 1.597  -1.46
C -0.201 -3.433 0.372  0.94
C -0.455 -4.450 -0.739  -1.64
C 0.688 -2.307 -0.166  -0.79
H -0.246 -4.889 1.972  0.43
H 0.590 -3.383 2.391  0.21
H 1.369 -4.570 1.334  0.37
H -1.155 -2.978 0.657  0.05
H 0.467 -4.961 -1.024  0.34
H -0.876 -3.973 -1.627  0.40
H -1.164 -5.204 -0.399  0.45
H 0.463 -2.145 -1.219  0.00
H 1.742 -2.573 -0.061  0.50


Density functional theory data (ωB97M-V/def2-TZVPD) for one molecule with the formula C20H33N3O4S.

The value obtained for the frontier orbital gap is 0.3429 Eh. The total energy is -1645.37022 hartree. The energy relative to the best compared isomer or geometry (same formula, charge and spin) is 3.9 kcal per mole. The spin multiplicity is 1.

Each line ends with the Mulliken charge.
Atoms and positions in Å:
C -2.967 -3.512 -0.260  -1.07
C -2.773 -2.897 1.116  0.18
N -1.579 -3.398 1.805  -0.23
S -0.117 -2.737 1.629  1.00
O 0.849 -3.781 1.797  -0.75
O -0.117 -1.906 0.449  -0.53
C 0.085 -1.611 3.001  -0.76
C -0.837 -0.415 2.827  0.75
O -2.003 -0.519 3.179  -0.64
N -0.340 0.709 2.262  0.13
C 0.988 0.879 1.688  -1.00
C -1.235 1.848 2.130  -1.37
C -1.949 1.970 0.756  0.34
C -3.448 2.165 0.951  -1.68
N -1.675 0.826 -0.099  0.49
C -1.747 0.949 -1.448  0.21
O -2.113 1.979 -1.993  -0.72
C -1.328 -0.267 -2.246  -0.10
C -0.167 0.088 -3.185  -0.16
C 0.117 -1.068 -4.141  -1.73
C 1.057 0.507 -2.395  0.55
C 1.882 -0.427 -1.773  0.20
C 3.022 -0.029 -1.091  -0.94
C 3.371 1.315 -0.995  1.05
C 4.616 1.743 -0.261  -1.17
C 4.374 1.967 1.232  -1.01
C 2.525 2.251 -1.580  -0.67
C 1.387 1.853 -2.270  -0.58
H -3.872 -3.118 -0.724  0.35
H -2.119 -3.280 -0.905  0.18
H -3.065 -4.597 -0.196  0.37
H -2.689 -1.815 1.054  -0.24
H -3.624 -3.098 1.767  0.44
H -1.528 -4.383 2.022  0.28
H -0.209 -2.143 3.902  0.51
H 1.146 -1.378 3.037  0.36
H 1.485 -0.071 1.529  0.38
H 0.898 1.345 0.704  0.22
H 1.602 1.518 2.325  0.33
H -1.983 1.764 2.914  0.56
H -0.644 2.747 2.313  0.31
H -1.558 2.842 0.226  0.50
H -3.642 3.059 1.546  0.43
H -3.937 2.281 -0.015  0.40
H -3.868 1.303 1.474  0.32
H -1.247 -0.006 0.277  -0.35
H -1.039 -1.091 -1.591  -0.46
H -2.190 -0.581 -2.840  0.68
H -0.489 0.953 -3.769  0.54
H 0.956 -0.836 -4.798  0.42
H 0.358 -1.985 -3.600  0.26
H -0.758 -1.270 -4.760  0.47
H 1.641 -1.482 -1.823  0.14
H 3.661 -0.780 -0.638  0.38
H 5.391 0.985 -0.392  0.36
H 4.999 2.664 -0.708  0.39
H 5.287 2.282 1.738  0.47
H 3.616 2.737 1.388  0.25
H 4.024 1.049 1.708  0.19
H 2.772 3.305 -1.519  0.36
H 0.747 2.597 -2.732  0.38